No. 1
{"formula": "C39H38AsMnO2S5", "method": "the ωB97M-V functional and the def2-TZVPD basis", "e_above_lowest_kcal_mol": 0.0, "fmax_ev_per_a": 0.15, "gap_ev": [6.47, 6.78], "charge": -1, "spin_multiplicity": 6, "elements": ["H", "H", "H", "C", "C", "H", "H", "C", "C", "S", "C", "H", "S", "C", "C", "H", "C", "C", "H", "C", "C", "H", "As", "H", "C", "H", "C", "C", "H", "H", "H", "C", "C", "S", "H", "C", "H", "H", "H", "S", "C", "H", "C", "H", "H", "H", "O", "H", "C", "H", "O", "C", "H", "C", "H", "C", "H", "C", "S", "H", "C", "C", "C", "C", "H", "H", "H", "H", "C", "C", "H", "H", "C", "C", "C", "Mn", "C", "H", "H", "C", "C", "C", "C", "C", "H", "H"], "positions_angstrom": [[1.587, 5.655, 0.596], [4.436, -1.462, -0.113], [-0.457, 2.037, 6.484], [-6.178, -2.140, 1.607], [1.342, -1.465, -2.359], [0.577, -3.095, 0.723], [5.410, -3.755, -0.083], [2.513, 2.963, -1.309], [0.336, 2.639, -0.327], [-1.416, -1.708, -0.599], [0.002, 2.507, -5.141], [-0.471, 1.495, -6.994], [1.794, -0.504, 0.258], [4.717, 3.295, -2.248], [2.460, -2.162, 0.284], [3.543, 1.547, -2.565], [-0.120, 1.376, -5.977], [1.459, -0.338, -1.513], [-7.099, -1.899, 1.073], [0.952, -1.314, -3.651], [1.332, 2.166, -1.138], [4.724, -6.245, 1.288], [-4.661, -1.142, 0.883], [-1.140, 0.422, 6.288], [4.799, 4.554, -1.621], [-6.394, 0.657, 0.400], [-1.077, 1.666, 1.723], [1.185, 0.924, -1.967], [-1.332, -2.837, 4.164], [-0.229, -1.613, 3.532], [1.537, -5.365, 0.770], [0.415, 3.907, 0.300], [0.431, 2.373, -3.852], [-1.528, -4.156, -2.291], [0.091, -0.742, -6.119], [0.026, 1.506, 3.840], [-6.307, -1.937, 2.669], [-3.311, 1.817, 4.251], [-5.984, -1.394, -1.247], [-2.622, -4.173, 0.496], [-2.351, 1.741, 3.752], [-3.198, 1.900, 1.779], [-1.287, -1.892, 3.610], [1.524, -2.453, -1.961], [3.356, -6.863, 0.361], [-5.943, -3.196, 1.474], [-2.318, 2.473, -0.442], [-4.667, -2.604, -1.175], [-4.937, -1.565, -0.993], [-0.420, 4.233, 0.908], [2.940, 0.406, 0.573], [1.637, -3.242, 0.559], [0.826, -2.182, -4.285], [-5.405, 0.673, 0.861], [-4.745, 1.309, 0.269], [3.763, 5.004, -0.852], [-5.486, 1.083, 1.867], [3.601, 2.520, -2.096], [-1.130, 1.644, -0.077], [1.060, 1.490, 1.970], [3.539, -4.718, 0.343], [-1.844, -3.384, -0.856], [4.350, -3.610, 0.093], [2.184, -4.518, 0.576], [4.796, -6.265, -0.471], [5.687, 5.161, -1.748], [-0.256, 3.488, -5.522], [-2.211, 1.822, 6.393], [0.193, 0.139, -5.496], [0.095, 1.542, 2.459], [0.942, 1.398, 4.410], [0.504, 3.248, -3.220], [1.514, 4.681, 0.125], [2.599, 4.222, -0.675], [0.642, -0.033, -4.164], [-2.164, -2.056, 1.703], [0.762, 1.098, -3.324], [5.545, 2.940, -2.848], [3.817, 5.968, -0.360], [-2.299, 1.775, 2.366], [3.818, -2.333, 0.064], [4.134, -6.101, 0.380], [-1.195, 1.594, 4.507], [-1.256, 1.471, 6.003], [-4.289, -0.933, -1.596], [-1.770, -1.135, 4.238]], "forces_ev_per_a": [[-0.001, 0.001, -0.001], [0.006, 0.003, -0.004], [0.004, -0.004, -0.003], [0.022, -0.002, 0.007], [0.023, 0.008, 0.095], [0.006, -0.007, 0.011], [0.008, 0.003, -0.002], [-0.054, -0.002, 0.029], [0.089, -0.071, -0.059], [-0.008, 0.010, -0.070], [0.008, -0.009, 0.018], [0.002, -0.003, -0.004], [0.060, -0.032, 0.004], [-0.012, 0.012, 0.009], [-0.049, -0.042, 0.009], [0.008, -0.003, -0.006], [-0.004, 0.017, -0.001], [0.051, -0.053, 0.026], [0.008, 0.010, -0.008], [-0.020, 0.035, -0.050], [-0.001, 0.057, -0.037], [0.002, -0.005, 0.001], [0.007, 0.018, 0.065], [0.000, 0.004, 0.029], [-0.012, -0.014, -0.004], [0.012, 0.004, 0.005], [-0.040, 0.064, 0.030], [-0.015, 0.102, -0.030], [0.011, -0.031, -0.036], [0.006, 0.007, 0.025], [-0.011, -0.001, -0.007], [0.019, 0.009, -0.008], [-0.007, -0.003, -0.050], [0.030, -0.023, -0.031], [-0.002, 0.004, -0.011], [0.005, 0.004, -0.029], [0.019, 0.009, 0.003], [-0.001, 0.001, 0.015], [0.012, 0.000, -0.030], [0.075, 0.017, 0.012], [0.038, -0.017, -0.014], [0.025, 0.027, -0.018], [-0.061, 0.069, 0.090], [-0.034, -0.026, -0.043], [-0.004, -0.001, -0.001], [-0.051, -0.006, 0.027], [-0.010, -0.034, 0.001], [0.017, -0.001, 0.051], [0.024, 0.032, -0.043], [0.012, 0.023, 0.006], [-0.028, 0.042, -0.027], [-0.020, -0.003, -0.022], [-0.005, -0.011, 0.022], [-0.079, -0.040, -0.048], [0.012, -0.002, -0.005], [0.024, 0.018, 0.004], [0.031, -0.062, 0.011], [0.008, -0.006, -0.008], [-0.061, 0.012, -0.017], [0.015, -0.017, -0.004], [0.006, 0.003, -0.005], [-0.065, 0.015, 0.068], [-0.027, -0.014, 0.009], [0.015, 0.016, 0.011], [0.004, -0.006, 0.000], [-0.001, 0.006, 0.005], [-0.001, 0.000, -0.007], [-0.002, 0.005, 0.001], [0.007, -0.022, -0.011], [0.023, -0.046, -0.010], [-0.009, -0.001, 0.015], [0.002, -0.006, 0.015], [0.037, -0.018, -0.033], [-0.072, -0.002, 0.035], [0.015, -0.017, 0.044], [-0.082, -0.074, -0.102], [0.008, 0.061, 0.063], [-0.002, -0.010, -0.003], [0.010, 0.002, -0.002], [-0.001, -0.002, 0.028], [0.030, 0.001, -0.001], [0.001, 0.012, 0.001], [-0.032, 0.018, 0.012], [0.009, -0.029, -0.023], [-0.009, 0.011, -0.001], [0.029, 0.005, 0.015]]}

=====

No. 2
{"formula": "C4H8O2S", "method": "the ωB97M-V functional and the def2-TZVPD basis", "e_above_lowest_kcal_mol": 97.5, "fmax_ev_per_a": 7.22, "gap_ev": 9.61, "charge": 0, "smiles": "OC[C@@H]1[C@@H](O)[C@@H]1S", "elements": ["H", "H", "O", "S", "O", "H", "C", "H", "C", "H", "H", "H", "C", "H", "C"], "positions_angstrom": [[-0.592, 1.917, 0.928], [0.778, 1.122, -1.373], [1.504, -1.775, -0.596], [-2.470, -0.514, -0.322], [0.113, 1.868, -0.929], [1.129, 1.986, 0.874], [0.381, 0.006, 0.686], [0.870, -2.730, -0.478], [0.428, -0.940, -0.437], [0.947, -0.292, 1.595], [-1.938, 0.705, -0.776], [0.242, -0.473, -1.362], [-0.817, -0.880, 0.447], [-0.777, -1.489, 1.390], [0.202, 1.489, 0.356]], "forces_ev_per_a": [[-1.031, 0.093, 0.232], [-2.476, 3.298, 0.933], [-3.285, -6.301, 1.283], [2.244, 1.366, 0.490], [2.413, -3.155, -3.925], [-1.137, -0.516, -0.858], [-0.944, 1.840, -0.324], [3.708, 3.452, -0.768], [-0.157, 1.651, 0.730], [-0.444, 0.587, -0.772], [-0.911, -1.088, 0.210], [-0.826, 0.449, -1.210], [0.446, -2.258, 0.882], [-0.933, -0.177, -1.446], [3.333, 0.759, 4.546]]}

=====

No. 3
{"formula": "C3H6N3", "method": "the ωB97M-V functional and the def2-TZVPD basis", "e_above_lowest_kcal_mol": 111.9, "fmax_ev_per_a": 3.93, "gap_ev": 11.34, "charge": 1, "smiles": "C1=N[C@H]1N1C[NH2+]1", "elements": ["H", "N", "N", "H", "H", "C", "N", "H", "H", "C", "C", "H"], "positions_angstrom": [[-0.718, -1.922, -0.357], [0.099, 1.259, 0.287], [1.281, -1.280, 0.535], [-1.635, 0.456, 1.249], [-1.940, 1.617, 0.108], [-1.326, 0.838, 0.264], [-0.365, 0.311, -0.628], [0.640, 1.132, 1.142], [0.304, 2.164, -0.193], [0.131, -1.160, -0.367], [1.448, -1.481, -0.699], [2.080, -1.934, -1.339]], "forces_ev_per_a": [[0.969, 1.489, 0.098], [0.343, 2.877, 0.062], [0.231, 0.101, -0.012], [0.532, -1.060, -0.580], [-2.265, 2.454, -2.068], [1.958, -1.191, 2.912], [-0.392, -3.121, -0.834], [0.179, -0.920, -0.120], [-0.016, -0.905, 0.615], [-2.528, 0.776, 0.011], [-1.369, 0.447, 1.995], [2.355, -0.948, -2.080]]}

=====

No. 4
{"formula": "C7H16", "method": "the ωB97M-V functional and the def2-TZVPD basis", "e_above_lowest_kcal_mol": 36.7, "fmax_ev_per_a": 2.30, "gap_ev": 11.46, "charge": 0, "smiles": "CCCCC.C=C", "elements": ["H", "H", "C", "H", "H", "H", "H", "H", "H", "H", "H", "H", "C", "C", "C", "H", "C", "H", "H", "C", "C", "H", "H"], "positions_angstrom": [[0.247, -0.447, 2.627], [1.623, -0.938, -3.023], [-0.171, 0.849, -0.669], [0.528, 0.943, 0.117], [1.638, 0.798, -2.896], [-1.775, 2.748, 0.316], [1.907, -1.437, 0.882], [-2.361, 0.500, -0.888], [-3.133, 1.777, 1.044], [0.543, -2.050, 3.573], [-0.048, 1.802, -1.247], [-0.544, -0.205, -2.464], [-2.027, 1.760, 0.816], [1.605, -1.919, 1.799], [0.175, -0.255, -1.648], [1.928, -2.959, 1.872], [-1.594, 0.578, -0.087], [-1.517, 1.724, 1.819], [2.356, -0.075, -1.577], [1.517, -0.146, -2.292], [0.737, -1.464, 2.682], [-0.013, -1.226, -1.194], [-1.622, -0.356, 0.438]], "forces_ev_per_a": [[0.714, -1.232, 0.001], [0.506, -0.356, 0.077], [-1.446, -0.108, -1.378], [0.937, -0.191, 1.121], [-0.452, -0.666, 0.563], [-0.283, -1.150, 0.638], [-0.097, 0.402, 0.011], [0.666, -0.025, 0.152], [1.070, -0.129, -0.333], [-0.299, 0.021, -0.097], [-0.702, -0.437, 0.585], [-0.357, 0.020, -0.075], [-0.307, 0.540, 0.574], [-0.302, -0.925, -0.475], [-0.546, 0.170, -0.028], [0.276, 0.308, 0.218], [-0.125, 2.202, -0.659], [-0.300, 0.142, -0.965], [-0.274, -0.551, -0.239], [1.130, 1.273, -0.571], [-0.317, 1.460, 0.295], [0.335, -0.227, 0.167], [0.173, -0.540, 0.416]]}

=====

What is the formula in the first record?
C39H38AsMnO2S5

=====

What did the second record say?
{"formula": "C4H8O2S", "method": "the ωB97M-V functional and the def2-TZVPD basis", "e_above_lowest_kcal_mol": 97.5, "fmax_ev_per_a": 7.22, "gap_ev": 9.61, "charge": 0, "smiles": "OC[C@@H]1[C@@H](O)[C@@H]1S", "elements": ["H", "H", "O", "S", "O", "H", "C", "H", "C", "H", "H", "H", "C", "H", "C"], "positions_angstrom": [[-0.592, 1.917, 0.928], [0.778, 1.122, -1.373], [1.504, -1.775, -0.596], [-2.470, -0.514, -0.322], [0.113, 1.868, -0.929], [1.129, 1.986, 0.874], [0.381, 0.006, 0.686], [0.870, -2.730, -0.478], [0.428, -0.940, -0.437], [0.947, -0.292, 1.595], [-1.938, 0.705, -0.776], [0.242, -0.473, -1.362], [-0.817, -0.880, 0.447], [-0.777, -1.489, 1.390], [0.202, 1.489, 0.356]], "forces_ev_per_a": [[-1.031, 0.093, 0.232], [-2.476, 3.298, 0.933], [-3.285, -6.301, 1.283], [2.244, 1.366, 0.490], [2.413, -3.155, -3.925], [-1.137, -0.516, -0.858], [-0.944, 1.840, -0.324], [3.708, 3.452, -0.768], [-0.157, 1.651, 0.730], [-0.444, 0.587, -0.772], [-0.911, -1.088, 0.210], [-0.826, 0.449, -1.210], [0.446, -2.258, 0.882], [-0.933, -0.177, -1.446], [3.333, 0.759, 4.546]]}